Computed, not measured: a gas-phase ion, C9H14N (charge +1), with the ωB97M-V functional and the def2-TZVPD basis.

Computed properties:
Net charge: +1
Energy relative to the best compared isomer or geometry (same formula, charge and spin) in kcal/mol: 169.95
Frontier orbital gap in Ha: 0.32092
E_HOMO in hartree: -0.534

Cartesian coordinates (Å):
C 2.20846 -0.66187 0.04512
C 3.30300 -0.63796 -0.62048
C 0.30848 2.44554 0.50571
C 0.46588 1.54110 -0.44422
C 1.94354 -0.38120 1.48109
C -1.96390 -1.37565 0.55374
C -0.27448 -0.28851 -1.94572
C -1.50151 0.04930 0.25025
C -0.15348 0.15826 -0.48292
N 0.78190 -0.80446 0.12302
H 0.80218 3.39991 0.43851
H -0.31212 2.30720 1.37650
H 1.10272 1.76084 -1.29047
H 2.01817 -1.18290 2.19869
H 1.80354 0.64600 1.77980
H -3.01762 -1.35408 0.81578
H -1.86540 -2.04286 -0.30215
H -1.43424 -1.80305 1.40619
H -0.93451 0.39599 -2.47350
H -0.69288 -1.28858 -2.02827
H 0.69845 -0.26955 -2.43367
H -2.24235 0.54011 -0.38171
H -1.46233 0.59764 1.19053
H 0.41848 -1.75122 0.23819


Computed, not measured: a molecular structure, CH3ClIN, with the ωB97M-V functional and the def2-TZVPD basis.

Computed properties:
Energy relative to the best compared isomer or geometry (same formula, charge and spin) in kcal/mol: 82.65
Frontier orbital gap in Ha: 0.27148
E_HOMO in hartree: -0.327

Cartesian coordinates (Å):
C -1.43971 -0.70956 0.41385
N 0.56387 0.53543 -0.67960
Cl -1.18360 -2.19334 -0.31016
I -3.27824 0.25655 0.09039
H 0.84122 1.55002 -0.35833
H 0.52749 0.59419 -1.79413
H -0.18931 -0.00870 -0.19989


Computed, not measured: C6H6O2S in the gas phase, with the ωB97M-V functional and the def2-TZVPD basis.

Computed properties:
Energy relative to the best compared isomer or geometry (same formula, charge and spin) in kcal/mol: 91.95
Frontier orbital gap (alpha / beta) in Ha: 0.23238 / 0.24648
Multiplicity: 3
E_HOMO (alpha / beta) in hartree: -0.215 / -0.375

Cartesian coordinates (Å):
C -0.81121 0.28185 -1.34405
C 0.13271 1.22816 -1.02015
C -1.19806 -0.74472 -0.48302
C 0.87507 1.15041 0.15137
C -0.73263 -0.60300 0.81573
C 0.40429 0.13839 1.02482
O 0.97824 -1.38563 3.27482
O 1.66578 0.96137 3.43901
S 1.44881 -0.20068 2.64343
H -1.30681 0.44300 -2.29881
H 0.27593 1.90478 -1.85409
H -2.01188 -1.49354 -0.67000
H 1.76435 1.77403 0.46606
H -1.05354 -1.33889 1.45017
H 2.81124 -0.39291 2.08421


Computed, not measured: a molecular structure, C8H19NS6Zn, with the ωB97M-V functional and the def2-TZVPD basis.

Computed properties:
Frontier orbital gap in Ha: 0.25476
E_HOMO in hartree: -0.251

Cartesian coordinates (Å):
Zn -0.27130 0.19932 0.55056
S 0.54058 2.47024 -0.31815
S -0.50716 -2.17709 1.50596
C -0.67628 3.23814 -1.41494
C 1.64916 1.65172 -1.51224
C 1.32521 0.21165 -1.92819
N 1.16731 -0.65048 -0.71396
C 0.83629 -2.05695 -1.04388
C 0.63321 -2.85466 0.23067
H 2.64513 1.71073 -1.04365
H 1.65481 2.29832 -2.39758
H 2.15580 -0.18103 -2.55008
H 0.39879 0.15000 -2.52987
H 1.67020 -2.49712 -1.60516
H -0.04017 -2.07406 -1.70416
H 1.57262 -2.99537 0.78496
H 0.21950 -3.83963 0.01462
C -2.10521 -2.67542 0.84080
H 2.07581 -0.65002 -0.23883
H -2.34595 -2.25141 -0.13810
H -2.85659 -2.34099 1.55553
H -2.10305 -3.76749 0.83550
H -1.45358 3.69090 -0.79603
H -1.15109 2.53095 -2.10302
H -0.12838 4.02427 -1.94108
C 0.13514 1.05911 2.86627
C 1.13410 0.46913 1.95722
H 0.10610 0.54427 3.83666
H 0.20920 2.15077 2.96960
H 1.55168 -0.47464 2.31990
H 1.91658 1.15207 1.61350
S -1.84574 0.81905 2.41555
S -2.78994 2.14135 1.24102
S -3.50509 0.83550 -0.36251
S -1.81771 0.13890 -1.19687


Computed, not measured: C4H5NO in the gas phase, with the ωB97M-V functional and the def2-TZVPD basis.

Computed properties:
Energy relative to the best compared isomer or geometry (same formula, charge and spin) in kcal/mol: 32.18
Frontier orbital gap in Ha: 0.40946
E_HOMO in hartree: -0.384

Cartesian coordinates (Å):
C -1.14324 0.02632 -0.35982
C -0.88753 -1.06957 0.56714
C 0.16192 -0.72120 -0.47370
C 1.39781 -0.11456 -0.06140
H -0.79754 1.92581 -0.44864
H -1.78036 -0.11242 -1.20904
H -1.38811 -2.02855 0.46061
H -0.64680 -0.78434 1.60020
H 0.31843 -1.36647 -1.33382
N 2.38050 0.43436 0.18278
O -1.19286 1.32495 0.20224


Computed, not measured: 4 unconnected molecules or ions with the total composition C27H55BrN4O2, with the ωB97M-V functional and the def2-TZVPD basis.

Computed properties:
Frontier orbital gap in Ha: 0.31591
E_HOMO in hartree: -0.354

Cartesian coordinates (Å):
O -1.60086 -1.38562 -4.24058
C -0.93199 -1.23093 -5.22251
O -1.50675 -0.85326 -6.38289
C 0.57272 -1.38336 -5.25879
C 1.06935 -2.12379 -4.02079
C 2.60158 -2.39286 -3.98738
C 3.34334 -1.91787 -5.19545
N 3.43321 -2.74210 -6.24523
N 4.04302 -2.30307 -7.32040
C 4.53493 -1.06161 -7.29749
C 5.24957 -0.58725 -8.53577
C 5.42315 0.92439 -8.61702
C 4.09303 1.67885 -8.65824
Br 4.12116 3.27133 -7.53806
N 4.45948 -0.24591 -6.24834
N 3.84991 -0.68427 -5.16807
H -0.85184 -0.86974 -7.09121
H 0.98676 -0.37201 -5.27426
H 0.84793 -1.90307 -6.17789
H 0.54263 -3.07149 -3.95103
H 0.79867 -1.53580 -3.14899
H 3.05645 -1.91953 -3.12109
H 2.76599 -3.46461 -3.89557
H 6.23239 -1.06120 -8.52985
H 4.68856 -0.96107 -9.39125
H 5.95661 1.14073 -9.54415
H 6.05095 1.29666 -7.81283
H 3.25577 1.07081 -8.33055
H 3.87161 2.05566 -9.65085
C 0.01391 -1.95245 3.35628
C 0.49793 -2.04848 1.91263
C -0.04841 -0.94033 1.01446
C -1.57114 -0.91926 0.87539
C -2.18778 -2.21242 0.34567
C -1.71122 -2.57069 -1.05908
H -1.06986 -2.05419 3.42823
H 0.45794 -2.74086 3.96642
H 0.29319 -0.99254 3.79673
H 0.23472 -3.02762 1.50320
H 1.59014 -1.99830 1.89967
H 0.40758 -1.02914 0.02389
H 0.27743 0.02805 1.40780
H -1.84496 -0.09826 0.20434
H -2.02291 -0.67826 1.84231
H -3.27480 -2.09644 0.33266
H -1.97953 -3.03822 1.03233
H -1.93641 -1.77418 -1.76584
H -2.20037 -3.47849 -1.41574
H -0.63408 -2.74980 -1.08209
C -6.54565 4.07474 2.43343
C -6.63468 3.49485 1.02476
C -5.87455 2.18044 0.85690
C -4.36802 2.27394 1.10266
C -3.63146 3.28199 0.22281
C -3.71892 2.96451 -1.26750
H -5.51759 4.31829 2.70531
H -7.13138 4.99129 2.51523
H -6.92937 3.36578 3.17004
H -6.27242 4.23213 0.30312
H -7.68513 3.32118 0.77743
H -6.05743 1.79112 -0.14842
H -6.29195 1.43870 1.54521
H -3.92928 1.28354 0.94377
H -4.18368 2.51773 2.15286
H -2.57967 3.29561 0.52091
H -4.01153 4.29093 0.40590
H -3.31826 1.97042 -1.47763
H -3.14754 3.68562 -1.85347
H -4.74859 2.99352 -1.62682
C -0.41208 -0.62288 7.02189
C 0.44066 0.32522 7.85909
C 1.60882 0.93005 7.08214
C 2.61790 -0.08717 6.54625
C 3.25039 -0.98474 7.60831
C 4.05064 -0.21724 8.65678
H 0.16433 -1.48210 6.67557
H -1.25504 -1.00456 7.59943
H -0.81180 -0.11038 6.14427
H 0.80861 -0.19952 8.74502
H -0.18757 1.13940 8.22942
H 2.12200 1.65563 7.71933
H 1.21315 1.50175 6.23658
H 3.41146 0.45515 6.02246
H 2.13709 -0.71632 5.79153
H 3.91147 -1.69773 7.10888
H 2.47929 -1.58202 8.10249
H 4.84597 0.36583 8.18791
H 4.51329 -0.90027 9.37030
H 3.41986 0.46944 9.22310


Question: What is the formula in the sixth record?
Answer: C27H55BrN4O2